ORCA calculation (ωB97M-V/def2-TZVPD) on the molecule C6H11N.

```
18
C6H11N (ωB97M-V/def2-TZVPD)
C 1.851 -0.570 0.441
C 0.497 0.148 0.517
C 0.514 1.451 -0.194
C -0.643 -0.806 -0.036
C -2.047 -0.440 0.473
C -0.644 -0.639 -1.538
N -0.231 0.390 -2.026
H 1.832 -1.532 0.968
H 2.649 0.039 0.881
H 2.119 -0.769 -0.605
H 0.215 0.281 1.575
H 0.290 1.230 -2.249
H 1.492 1.926 -0.324
H -0.267 2.175 0.054
H -0.426 -1.844 0.248
H -2.810 -1.095 0.040
H -2.090 -0.540 1.563
H -2.299 0.594 0.210
```

For the total energy, the calculation gives -289.81405 hartree. The HOMO-LUMO gap (spin up / spin down) comes out at 8.16 / 7.97 eV. The molar mass is 97.16 g/mol.